## P
4 unconnected molecules or ions with the total composition C2H11NO4. Source: the Open Molecules 2025 dataset; level of theory: ωB97M-V/def2-TZVPD.

The geometry in ORCA input format:
```
! RIJCOSX wB97M-V def2-TZVPD def2/J DEFGRID3
* xyz 0 1
O 0.47 1.63 -1.63
O 1.45 -3.79 1.33
H 0.69 -0.11 0.94
H 0.69 -3.78 1.89
O -1.95 2.47 -1.54
H 0.25 -0.92 -0.65
O -3.64 -1.78 2.73
H -4.10 -2.04 1.95
H 1.88 -0.98 -0.15
H 2.38 2.55 -1.23
H -3.38 -0.83 2.46
H -1.58 2.68 -2.51
N 2.27 1.70 -0.62
C 1.16 0.98 -0.81
C 1.01 -0.31 -0.11
H 3.19 1.48 -0.06
H -1.14 2.55 -1.15
H 1.54 -4.78 1.16
*
```

E_LUMO: 0.48 eV
HOMO level: -9.7 eV

Here is what Löwdin gives for the atomic charges, in e:
1 O -0.04
2 O -0.08
3 H 0.10
4 H 0.01
5 O -0.10
6 H 0.10
7 O -0.09
8 H 0.00
9 H 0.09
10 H 0.13
11 H 0.08
12 H 0.11
13 N 0.09
14 C -0.57
15 C -0.01
16 H 0.16
17 H -0.09
18 H 0.08

=====

## Q
4 unconnected molecules or ions with the total composition C2H11NO4. Source: the Open Molecules 2025 dataset; level of theory: ωB97M-V/def2-TZVPD.

The geometry in ORCA input format:
```
! RIJCOSX wB97M-V def2-TZVPD def2/J DEFGRID3
* xyz 0 1
H 0.37 0.75 2.57
H 2.25 -1.72 0.82
H 1.15 -2.07 2.06
O 0.16 -0.68 -0.22
H -4.75 -1.32 -1.50
H -5.98 -1.94 -0.83
C 0.57 -0.41 0.89
C 1.64 -1.23 1.56
H 2.19 -0.70 2.34
H 1.69 -0.51 -1.84
H 2.55 -0.34 -3.08
H 0.36 4.33 -0.16
N 0.18 0.70 1.58
O 2.01 -0.99 -2.62
O 0.45 3.38 -0.25
H 1.15 3.22 -0.89
O -5.52 -1.88 -1.68
H -0.46 1.40 1.26
*
```

E_LUMO: 0.45 eV
HOMO level: -9.9 eV

Here is what Löwdin gives for the atomic charges, in e:
1 H 0.10
2 H 0.08
3 H 0.09
4 O 0.03
5 H 0.04
6 H 0.03
7 C -0.59
8 C -0.01
9 H 0.07
10 H 0.00
11 H 0.03
12 H 0.03
13 N 0.16
14 O -0.07
15 O -0.06
16 H 0.04
17 O -0.07
18 H 0.09

=====

Most stable structure - Q; separation to the second - 138.8 kJ/mol.